(1)
DFT (wB97M-V/def2-TZVPD) results for C3H3IS in the gas phase in a non-equilibrium geometry.

Element x y z (Å)
1 C -0.72 0.60 -0.11
2 H 1.12 -2.23 0.61
3 H -2.76 1.36 -0.79
4 I 2.40 1.24 -0.21
5 C -1.76 1.02 -0.58
6 H 0.57 -0.17 1.34
7 S 0.66 -1.67 -0.52
8 C 0.50 -0.14 0.25

ΔE to the lowest compared entry with this formula, charge and spin	0.1618	eV
max |F|	2.88	eV/A
multiplicity	1
structure (SMILES)	C#C[C@@H](S)I
HOMO-LUMO gap	8.46	eV
energy	-811.8951	Ha

(2)
DFT (wB97M-V/def2-TZVPD) results for 2 unconnected molecules or ions with the total composition C3H3IS in a non-equilibrium geometry.

Element x y z (Å)
1 S -0.08 -2.51 0.17
2 C 0.73 0.16 0.64
3 C -0.92 1.73 -0.57
4 H -1.22 -2.06 -0.43
5 H -1.44 2.26 -1.35
6 H 0.34 -0.47 1.48
7 I 2.73 -0.01 0.21
8 C -0.14 0.91 -0.16

ΔE to the lowest compared entry with this formula, charge and spin	2.3341	eV
max |F|	2.19	eV/A
multiplicity	1
HOMO-LUMO gap (spin up / spin down)	6.46 / 8.14	eV
energy	-811.8152	Ha

(3)
DFT (wB97M-V/def2-TZVPD) results for a molecular structure, C3H3InO4 in a non-equilibrium geometry.

Element x y z (Å)
1 O -0.99 0.48 -2.45
2 H -0.45 -0.40 2.77
3 H 1.80 0.40 2.07
4 C 0.97 0.20 1.37
5 O -0.44 0.90 -4.60
6 C -0.11 -0.75 1.77
7 In -0.76 0.20 -0.65
8 O -1.12 -0.83 0.85
9 C -0.22 0.73 -3.42
10 O 0.91 0.81 0.30
11 H 0.41 -1.73 1.97

ΔE to the lowest compared entry with this formula, charge and spin	2.4730	eV
max |F|	5.88	eV/A
multiplicity	2
HOMO-LUMO gap (spin up / spin down)	6.39 / 9.83	eV
charge	+1
energy	-606.8183	Ha
⟨S²⟩	0.754